C4H12NS | ωB97M-V/def2-TZVPD

```
18
Properties=species:S:1:pos:R:3:forces:R:3:nbo_charge:R:1
C -2.221 1.751 0.317 -0.02 -0.11 -0.31 -0.619
C -0.996 0.883 0.085 0.24 0.03 0.19 -0.524
S -1.467 -0.804 -0.352 -0.04 0.05 -0.25 0.261
C 0.185 -1.516 -0.413 -0.44 -0.04 0.67 -0.761
H -1.923 2.752 0.618 -0.03 0.05 0.04 0.223
H -2.869 1.325 1.079 0.01 0.00 0.09 0.227
H -2.793 1.826 -0.607 -0.06 0.07 0.03 0.227
H -0.384 0.858 0.998 -0.06 -0.10 0.04 0.170
H -0.373 1.296 -0.714 -0.05 0.05 -0.09 0.193
H 0.806 -1.105 -1.211 -0.03 0.00 -0.14 0.189
H 0.604 -1.332 0.579 0.27 -0.07 -0.03 0.177
H 0.085 -2.595 -0.510 0.07 0.00 -0.22 0.261
C 2.947 -0.358 -0.058 -0.08 -0.07 0.37 0.182
N 2.731 0.671 0.667 -1.35 0.21 -0.87 -0.585
H 3.180 -0.258 -1.110 0.27 0.12 0.05 0.244
H 2.859 -1.337 0.392 0.16 -0.08 -0.01 0.243
H 2.217 0.603 1.544 0.63 -0.21 0.32 0.449
H 2.595 1.569 0.205 0.51 0.10 0.13 0.443
```
Positions in Å, forces in eV/Å.

Output
* HOMO-LUMO gap: 5.97 eV
* LUMO energy: -5.991 eV
* E_tot: -16659.82961 eV
* total charge: +1

---

C4H12NS | ωB97M-V/def2-TZVPD

```
18
Properties=species:S:1:pos:R:3:forces:R:3:nbo_charge:R:1
C 1.881 2.128 -1.354 0.96 2.75 -1.51 -0.800
S 1.345 1.026 -0.093 -0.78 -0.62 0.76 0.176
C 0.126 -0.138 -0.925 0.83 -1.22 1.54 -0.531
C -1.252 -0.169 -0.205 -1.99 0.76 1.28 -0.474
C -1.152 -0.487 1.340 -1.39 0.29 2.03 -0.243
N -0.348 -1.795 1.440 1.38 2.18 1.29 -0.678
H 2.662 2.919 -0.996 -1.34 -1.77 0.03 0.277
H 1.104 2.799 -1.814 0.29 -0.89 0.64 0.235
H 2.381 1.620 -2.179 -0.03 -0.19 0.10 0.232
H -0.043 0.284 -1.937 0.50 -1.20 0.27 0.273
H 0.667 -1.259 -0.714 -1.51 3.05 -1.79 0.194
H -1.846 0.814 -0.218 1.25 -1.11 -0.31 0.268
H -2.045 -0.905 -0.642 1.73 0.88 0.46 0.236
H -0.728 0.338 2.110 -0.66 -1.98 -2.27 0.276
H -2.180 -0.851 1.823 1.94 1.23 -1.36 0.240
H -0.593 -2.246 0.615 0.20 -1.40 -2.18 0.431
H 0.675 -1.689 1.592 -0.65 0.07 -0.67 0.453
H -0.654 -2.390 2.156 -0.72 -0.85 1.68 0.434
```
Positions in Å, forces in eV/Å.

Output
* SMILES: CSCCC[NH3+]
* HOMO-LUMO gap: 8.57 eV
* LUMO energy: -3.644 eV
* E_tot: -16659.57539 eV
* total charge: +1

---

C4H12NS2 | ωB97M-V/def2-TZVPD

```
19
Properties=species:S:1:pos:R:3:forces:R:3:nbo_charge:R:1
C 2.416 -0.490 0.876 0.42 0.06 -0.07 -0.079
C 3.219 0.367 1.475 -0.64 -0.14 0.18 -0.315
N 0.958 -0.317 0.964 -0.47 -0.01 0.33 -0.730
H 2.713 -1.324 0.260 0.02 -0.01 -0.04 0.236
H 4.294 0.295 1.431 0.02 -0.06 -0.10 0.256
H 2.775 1.153 2.077 0.26 0.13 0.00 0.211
H 0.697 0.237 1.787 0.16 0.16 -0.23 0.441
H 0.556 0.155 0.111 -0.06 0.04 -0.02 0.453
H 0.450 -1.197 1.089 0.21 -0.07 -0.19 0.442
C -2.486 -0.052 0.025 0.39 -0.50 -0.88 -0.622
C -2.260 0.831 -1.195 0.11 -0.17 0.06 -0.526
S -0.524 1.042 -1.703 0.15 -0.24 0.02 0.080
S -0.238 -0.622 -2.910 0.13 0.21 0.16 -0.068
H -1.996 0.342 0.910 -0.42 0.27 0.29 0.189
H -2.057 -1.046 -0.151 -0.02 0.02 -0.12 0.200
H -3.557 -0.218 0.116 0.00 0.19 0.57 0.249
H -2.644 1.838 -1.043 0.01 0.07 0.00 0.240
H -2.745 0.409 -2.073 -0.17 0.08 0.03 0.243
H 0.431 -1.403 -2.044 -0.11 -0.03 0.00 0.101
```
Positions in Å, forces in eV/Å.

Output
* HOMO-LUMO gap: 9.51 eV
* LUMO energy: -3.403 eV
* E_tot: -27495.95830 eV
* total charge: +1

---

C4H12NS2 | ωB97M-V/def2-TZVPD

```
19
Properties=species:S:1:pos:R:3:forces:R:3:nbo_charge:R:1
C -2.597 -1.971 -1.420 -3.16 -1.16 2.22 -0.811
S -0.871 -1.742 -1.043 0.94 -0.34 -0.13 0.134
S -1.073 -0.085 0.253 1.29 -0.27 -0.13 0.079
C 0.394 1.002 -0.130 0.14 0.48 -1.37 -0.590
C 1.852 0.988 0.550 -0.72 2.05 -0.38 -0.043
C 2.572 2.418 0.220 -1.33 -1.79 0.08 -0.627
N 1.646 0.924 2.076 -2.04 0.24 -0.91 -0.676
H -3.080 -2.780 -2.074 1.95 1.04 0.32 0.291
H -3.132 -2.276 -0.415 0.98 0.83 -1.69 0.230
H -2.989 -1.007 -1.703 -0.33 0.19 -0.31 0.233
H 0.480 1.180 -1.262 0.24 -0.82 1.57 0.276
H -0.080 1.937 0.141 0.13 0.54 0.47 0.232
H 2.469 0.134 0.273 -0.11 0.06 0.08 0.240
H 3.522 2.542 0.776 -0.44 -0.12 -0.69 0.240
H 2.623 2.477 -0.879 0.70 -0.15 0.49 0.256
H 1.872 3.225 0.459 0.11 -0.14 0.39 0.223
H 2.391 0.907 2.705 2.53 -0.09 0.66 0.435
H 1.109 0.110 2.319 -0.66 -0.94 -0.13 0.443
H 1.082 1.689 2.447 -0.24 0.37 -0.56 0.434
```
Positions in Å, forces in eV/Å.

Output
* SMILES: CSSC[C@@H](C)[NH3+]
* HOMO-LUMO gap: 8.09 eV
* LUMO energy: -3.521 eV
* E_tot: -27495.50011 eV
* total charge: +1

---

C4H12O | ωB97M-V/def2-TZVPD

```
17
Properties=species:S:1:pos:R:3:forces:R:3:nbo_charge:R:1
C 1.936 -1.140 0.865 0.19 1.71 -1.62 -0.650
C 2.043 0.346 0.398 -0.01 -1.05 -3.53 -0.082
O 1.954 0.331 -1.152 -0.66 -0.60 1.47 -0.755
H 1.045 -1.571 0.344 0.36 0.25 1.24 0.228
H 2.041 -1.151 1.941 -0.50 -0.63 0.20 0.225
H 2.789 -1.636 0.393 0.11 -0.16 0.38 0.199
H 1.225 1.017 0.698 0.62 -0.24 0.19 0.191
H 3.048 0.748 0.328 0.05 0.35 1.89 0.198
H 2.401 -0.501 -1.372 -0.18 0.37 -0.20 0.449
C -1.997 -0.251 -0.298 0.40 0.14 -1.17 -0.622
C -2.677 1.124 -0.240 0.88 0.22 -0.15 -0.615
H -0.929 -0.154 -0.067 -0.36 -0.39 0.93 0.208
H -2.594 -1.031 0.161 0.47 -0.03 0.92 0.206
H -1.878 -0.677 -1.314 -0.55 0.75 -0.08 0.206
H -3.735 1.034 -0.467 -0.01 0.36 -0.17 0.205
H -2.133 1.806 -0.899 -0.50 -0.16 -0.68 0.207
H -2.538 1.708 0.681 -0.30 -0.88 0.37 0.203
```
Positions in Å, forces in eV/Å.

Output
* SMILES: CCO.CC
* HOMO-LUMO gap: 11.20 eV
* LUMO energy: 1.018 eV
* E_tot: -6388.65089 eV

---

C4H12O | ωB97M-V/def2-TZVPD

```
17
Properties=species:S:1:pos:R:3:forces:R:3:nbo_charge:R:1
C 2.031 1.025 -0.050 0.13 -0.16 -0.14 -0.368
C 1.280 1.752 0.752 -0.12 0.25 0.21 -0.422
H 2.694 0.263 0.325 0.11 -0.12 0.11 0.198
H 2.022 1.159 -1.120 -0.05 0.05 -0.18 0.196
H 1.302 1.628 1.824 0.04 -0.07 0.15 0.203
H 0.619 2.519 0.379 -0.08 0.11 -0.11 0.198
C -2.227 -0.062 0.913 -0.16 0.12 -0.08 -0.245
O -1.003 -0.443 1.490 0.42 -0.07 0.14 -0.733
H -3.000 -0.648 1.408 -0.06 0.06 -0.07 0.182
H -2.255 -0.275 -0.162 -0.06 0.00 0.02 0.160
H -2.434 1.003 1.071 -0.07 -0.07 -0.04 0.158
H -0.289 0.052 1.066 -0.07 -0.08 0.01 0.476
C 0.252 -1.592 -1.578 -0.06 -0.26 -0.01 -0.858
H 1.319 -1.763 -1.643 0.20 -0.02 -0.02 0.210
H -0.258 -2.237 -2.287 -0.04 -0.07 -0.07 0.213
H 0.036 -0.562 -1.817 -0.07 0.31 -0.04 0.206
H -0.090 -1.819 -0.574 -0.04 0.02 0.12 0.227
```
Positions in Å, forces in eV/Å.

Output
* SMILES: C=C.CO.C
* HOMO-LUMO gap: 11.23 eV
* LUMO energy: 1.032 eV
* E_tot: -6388.70405 eV

---

Molecular weight (g mol⁻¹)
106.21; 106.21; 138.28; 138.28; 76.14; 76.14
Energy above the lowest of the compared OMol25 structures with the same formula, charge and spin (kcal/mol)
42.20; 48.06; 23.63; 34.19; 33.90; 32.68